{
  "formula": "C2H5O3Rb",
  "method": "wB97M-V/def2-TZVPD",
  "homo_lumo_gap_ev": [7.24, 6.02],
  "e_tot_ha": -328.0973,
  "spin_multiplicity": 1,
  "lumo_energy_ev": [-12.063, -12.599],
  "charge": 2,
  "homo_energy_ev": [-19.3, -18.6],
  "elements": ["H", "O", "O", "C", "H", "Rb", "O", "C", "H", "H", "H"],
  "coordinates": [[0.84848, -3.71161, 2.06459], [0.34863, -2.47731, 0.50955], [-0.22061, -1.31148, 0.54497], [-0.03969, -3.37033, 1.51312], [-0.58312, -4.18489, 1.02112], [-0.76770, 3.32957, 1.97242], [-0.79781, -0.07574, 2.49052], [-1.15748, -0.85927, 3.43309], [-2.05454, -0.53862, 3.98509], [-0.52274, -2.61448, 2.44875], [-0.40389, -1.33983, 4.07835]],
  "lowdin_charge": [0.140, 0.064, 0.248, 0.058, 0.150, 0.976, -0.056, 0.016, 0.126, 0.153, 0.125]
}

***

{
  "formula": "C4H5FO3",
  "method": "wB97M-V/def2-TZVPD",
  "homo_lumo_gap_ev": 9.41,
  "e_tot_ha": -480.9188,
  "smiles": "O=C(O)/C(F)=C\\CO",
  "spin_multiplicity": 1,
  "lumo_energy_ev": -0.273,
  "charge": 0,
  "homo_energy_ev": -9.7,
  "elements": ["C", "C", "C", "C", "H", "H", "H", "H", "H", "O", "O", "O", "F"],
  "coordinates": [[1.76818, -0.24871, -0.46944], [0.38854, -0.76240, -0.84423], [-0.81485, -0.15696, -0.37931], [-1.01869, 0.56742, 0.93763], [2.29793, 0.03654, -2.39941], [2.03270, -0.89083, 0.42565], [1.66953, 0.82030, -0.04226], [0.35654, -1.59681, -1.66279], [0.29326, 1.26784, 2.28586], [2.73802, -0.44577, -1.46642], [0.33569, 0.80535, 1.43649], [-1.97628, 0.83502, 1.64651], [-1.92983, -0.62110, -0.77861]],
  "lowdin_charge": [-0.341, 0.051, -0.242, -0.326, 0.210, 0.140, 0.131, 0.159, 0.116, -0.129, -0.008, 0.122, 0.117]
}

***

{
  "formula": "C32H42N4OY",
  "method": "wB97M-V/def2-TZVPD",
  "homo_lumo_gap_ev": 4.18,
  "e_tot_ha": -1576.9385,
  "spin_multiplicity": 1,
  "lumo_energy_ev": 2.324,
  "charge": -1,
  "homo_energy_ev": -1.9,
  "elements": ["Y", "N", "N", "C", "C", "C", "C", "H", "H", "H", "C", "C", "H", "H", "H", "C", "C", "H", "H", "H", "C", "H", "H", "H", "C", "H", "H", "H", "C", "H", "C", "H", "C", "H", "C", "H", "C", "C", "H", "C", "C", "H", "C", "H", "N", "C", "C", "C", "H", "C", "C", "H", "H", "H", "C", "H", "C", "C", "H", "H", "H", "C", "H", "H", "H", "C", "N", "C", "C", "C", "O", "H", "H", "H", "H", "H", "H", "H", "H", "H"],
  "coordinates": [[0.17330, -0.01878, 0.63548], [-2.78327, -2.01805, 3.72222], [-0.09437, 2.21165, 1.74961], [0.30008, 0.00491, -2.15772], [-1.06220, 0.02003, -1.71919], [-1.40802, -1.31667, -1.33217], [-2.69702, -1.73791, -0.80054], [-3.48799, -1.00439, -0.98073], [-2.61260, -1.74217, 0.46036], [-2.99390, -2.76068, -1.06860], [-0.25532, -2.13736, -1.50137], [-0.18497, -3.60551, -1.33347], [-0.04750, -4.12733, -2.29921], [-1.10116, -4.00376, -0.88037], [0.66754, -3.89024, -0.69737], [0.79857, -1.32591, -1.98379], [2.15532, -1.81389, -2.32206], [2.55313, -2.43601, -1.50558], [2.85095, -0.97964, -2.47459], [2.18009, -2.43291, -3.23663], [-2.00178, 1.16931, -1.78591], [-2.62320, 1.15020, -2.70182], [-1.46815, 2.13026, -1.78249], [-2.68622, 1.17264, -0.92491], [1.00785, 1.13277, -2.81293], [2.08172, 1.12597, -2.57377], [0.60613, 2.09744, -2.47317], [0.91557, 1.12000, -3.91708], [-2.35811, -2.58451, 4.84447], [-2.90791, -3.47630, 5.12271], [-1.27770, -2.04981, 5.60116], [-1.00202, -2.57342, 6.52995], [-0.64065, -0.85740, 5.13517], [0.12958, -0.40288, 5.79906], [-1.00365, -0.36375, 3.84892], [-0.56564, 0.61624, 3.52642], [-1.94303, -1.21140, 3.04060], [-2.45566, -1.24301, 1.67687], [-2.62703, -0.13662, 1.65110], [0.76159, 2.46568, 0.84862], [-1.00026, 3.29615, 1.99962], [-1.91169, 3.11808, 2.60997], [-0.36903, 4.36688, 1.44483], [-0.59895, 5.45214, 1.55564], [0.75590, 3.85824, 0.76095], [1.43873, 4.26633, -0.31417], [0.74230, 4.97963, -1.27045], [1.51303, 5.40845, -2.39832], [1.06612, 6.09831, -3.09986], [2.82329, 4.93231, -2.52225], [3.67688, 5.45890, -3.62193], [4.36897, 4.67611, -3.94441], [4.25698, 6.32249, -3.27094], [3.03247, 5.77118, -4.44621], [3.40931, 3.98994, -1.65158], [4.40719, 3.60572, -1.77320], [2.64262, 3.58261, -0.51654], [3.18361, 2.49566, 0.36338], [2.79586, 2.51252, 1.39940], [4.27108, 2.61163, 0.44209], [3.04938, 1.46618, -0.03067], [-0.72737, 5.25588, -1.21692], [-1.04149, 5.80513, -0.31795], [-1.36973, 4.35561, -1.28428], [-0.99714, 5.88609, -2.06946], [0.79090, -5.10317, 3.64516], [0.32368, -4.06439, 2.69861], [-0.95163, -4.33426, 2.02782], [1.01484, -2.96241, 2.40519], [2.23506, -2.60720, 3.17677], [0.62518, -2.14029, 1.47385], [0.07251, -5.93229, 3.61595], [0.82936, -4.74036, 4.68337], [1.77501, -5.51098, 3.36446], [-1.53023, -3.41174, 1.91939], [-0.77699, -4.80272, 1.04992], [-1.51127, -5.03778, 2.65553], [3.04374, -2.37306, 2.47027], [2.03769, -1.71478, 3.79277], [2.56193, -3.41879, 3.83756]],
  "lowdin_charge": [1.609, 0.021, -0.110, -0.321, -0.345, -0.306, -0.162, 0.058, -0.062, 0.055, -0.276, -0.066, 0.081, 0.058, 0.065, -0.295, -0.070, 0.068, 0.062, 0.079, -0.069, 0.083, 0.045, 0.073, -0.065, 0.061, 0.060, 0.083, -0.211, 0.078, -0.166, 0.059, -0.157, 0.086, -0.084, 0.055, -0.476, -0.124, 0.008, -0.310, -0.087, 0.110, -0.093, 0.120, -0.044, -0.211, -0.182, 0.002, 0.104, -0.298, -0.079, 0.074, 0.081, 0.072, 0.008, 0.108, -0.180, -0.100, 0.074, 0.071, 0.072, -0.045, 0.056, 0.088, 0.074, -0.039, -0.093, -0.011, -0.423, 0.011, -0.165, 0.083, 0.091, 0.089, 0.065, 0.080, 0.089, 0.093, 0.094, 0.067]
}

***

{
  "formula": "C22H17NO4",
  "method": "wB97M-V/def2-TZVPD",
  "homo_lumo_gap_ev": 8.07,
  "e_tot_ha": -1204.2903,
  "smiles": "O=C1c2ccccc2[C@](O)(Cc2ccccc2)N1c1ccc2c(c1)OCO2",
  "spin_multiplicity": 1,
  "lumo_energy_ev": 0.457,
  "charge": 0,
  "homo_energy_ev": -7.6,
  "elements": ["O", "C", "N", "C", "C", "C", "C", "C", "C", "H", "O", "C", "O", "H", "H", "H", "H", "C", "C", "C", "C", "C", "C", "C", "H", "H", "H", "H", "O", "H", "C", "C", "C", "C", "C", "C", "C", "H", "H", "H", "H", "H", "H", "H"],
  "coordinates": [[-1.42048, -2.78957, -0.02260], [-1.77167, -1.63503, 0.05648], [-0.96257, -0.55614, 0.33401], [0.43584, -0.67008, 0.48381], [1.10103, 0.03489, 1.47847], [2.48254, -0.03878, 1.62000], [3.16269, -0.85530, 0.75234], [2.49341, -1.58454, -0.23094], [1.13473, -1.51127, -0.39198], [0.62883, -2.07847, -1.15282], [3.40258, -2.30248, -0.96124], [4.66407, -2.01273, -0.40064], [4.50843, -1.10229, 0.66632], [5.12550, -2.94197, -0.02834], [5.31640, -1.56957, -1.17067], [2.99758, 0.52226, 2.38074], [0.54721, 0.68102, 2.13795], [-1.67760, 0.72646, 0.34444], [-3.10062, 0.28620, 0.08103], [-4.25301, 1.04185, 0.02204], [-5.45020, 0.38421, -0.22900], [-5.48895, -0.99077, -0.41397], [-4.33115, -1.74993, -0.34452], [-3.14074, -1.09227, -0.09175], [-4.34223, -2.82001, -0.47926], [-6.43450, -1.47342, -0.61076], [-6.36612, 0.95373, -0.28116], [-4.22663, 2.11050, 0.17160], [-1.55241, 1.40703, 1.56238], [-1.94068, 0.87232, 2.26576], [-1.20367, 1.66212, -0.79148], [0.25029, 2.03002, -0.71564], [0.69562, 2.94631, 0.22852], [2.03843, 3.26438, 0.31666], [2.95096, 2.67871, -0.54400], [2.51159, 1.78072, -1.50077], [1.16886, 1.46084, -1.58764], [0.83244, 0.75857, -2.33700], [3.21545, 1.32756, -2.18346], [4.00006, 2.92453, -0.47225], [2.37473, 3.97347, 1.05890], [-0.01593, 3.39538, 0.90439], [-1.81710, 2.56222, -0.71981], [-1.41836, 1.16360, -1.73852]],
  "lowdin_charge": [0.104, -0.372, 0.101, -0.193, -0.010, 0.020, -0.209, -0.193, 0.076, 0.131, 0.038, -0.162, 0.033, 0.140, 0.138, 0.123, 0.110, -0.409, -0.096, -0.006, -0.067, -0.070, 0.006, -0.070, 0.121, 0.104, 0.104, 0.119, 0.041, 0.128, -0.027, -0.229, -0.048, -0.081, -0.090, -0.076, -0.046, 0.119, 0.107, 0.103, 0.103, 0.114, 0.132, 0.138]
}